A cluster of 8 separate species, C42H77ClN14 in total, computed with ωB97M-V/def2-TZVPD.

## Properties
Charge: +6

Bonds (Å) are listed after each position.
Geometry (Å):
1 C -0.010 -5.793 26.712  C2 1.598, H9 1.090, H10 1.090, H11 1.090
2 C -0.987 -5.220 25.585  C1 1.598, N3 1.469, H12 1.090, H13 1.090
3 N -2.371 -5.539 25.960  C2 1.469, C4 1.384, C7 1.382
4 C -3.080 -4.894 26.958  N3 1.384, C5 1.413, H14 1.080
5 C -4.318 -5.566 27.062  C4 1.413, N6 1.341, H15 1.080
6 N -4.273 -6.641 26.262  C5 1.341, C7 1.408, C8 1.473
7 C -3.111 -6.597 25.468  N3 1.382, N6 1.408, H16 1.080
8 C -5.286 -7.700 26.108  N6 1.473, H17 1.090, H18 1.090, H19 1.090
9 H -0.099 -5.363 27.709  C1 1.090
10 H 1.026 -5.535 26.493  C1 1.090
11 H -0.061 -6.881 26.751  C1 1.090
12 H -0.790 -5.638 24.597  C2 1.090
13 H -0.922 -4.137 25.478  C2 1.090
14 H -2.710 -4.018 27.469  C4 1.080
15 H -5.138 -5.369 27.737  C5 1.080
16 H -2.750 -7.273 24.707  C7 1.080
17 H -6.132 -7.502 26.765  C8 1.090
18 H -4.795 -8.634 26.380  C8 1.090
19 H -5.628 -7.800 25.078  C8 1.090
20 C -17.327 -7.868 25.841  C21 1.502, H28 1.090, H29 1.090, H30 1.090
21 C -16.681 -9.120 26.363  C20 1.502, N22 1.513, H31 1.090, H32 1.090
22 N -16.316 -9.078 27.831  C21 1.513, C23 1.424, C26 1.356
23 C -17.270 -9.287 28.866  N22 1.424, C24 1.447, H33 1.080
24 C -16.539 -9.108 30.101  C23 1.447, N25 1.361, H34 1.080
25 N -15.236 -8.930 29.750  C24 1.361, C26 1.393, C27 1.438
26 C -15.100 -8.812 28.369  N22 1.356, N25 1.393, H35 1.080
27 C -14.151 -8.843 30.689  N25 1.438, H36 1.090, H37 1.090, H38 1.090
28 H -16.615 -7.153 25.429  C20 1.090
29 H -17.967 -7.446 26.615  C20 1.090
30 H -17.931 -7.985 24.941  C20 1.090
31 H -15.720 -9.347 25.903  C21 1.090
32 H -17.197 -10.068 26.212  C21 1.090
33 H -18.307 -9.465 28.621  C23 1.080
34 H -16.785 -9.093 31.152  C24 1.080
35 H -14.171 -8.571 27.874  C26 1.080
36 H -13.629 -7.893 30.578  C27 1.090
37 H -13.367 -9.518 30.347  C27 1.090
38 H -14.446 -8.923 31.735  C27 1.090
39 C -10.748 -11.146 22.982  C40 1.559, H47 1.090, H48 1.090, H49 1.090
40 C -11.451 -10.020 23.799  C39 1.559, N41 1.494, H50 1.090, H51 1.090
41 N -11.957 -8.879 22.979  C40 1.494, C42 1.424, C45 1.339
42 C -12.851 -9.079 21.887  N41 1.424, C43 1.421, H52 1.080
43 C -13.058 -7.785 21.336  C42 1.421, N44 1.378, H53 1.080
44 N -12.352 -6.889 22.108  C43 1.378, C45 1.402, C46 1.423
45 C -11.698 -7.575 23.141  N41 1.339, N44 1.402, H54 1.080
46 C -12.137 -5.506 21.848  N44 1.423, H55 1.090, H56 1.090, H57 1.090
47 H -10.025 -10.896 22.206  C39 1.090
48 H -11.381 -11.769 22.349  C39 1.090
49 H -10.152 -11.802 23.617  C39 1.090
50 H -10.652 -9.639 24.435  C40 1.090
51 H -12.192 -10.473 24.458  C40 1.090
52 H -13.240 -10.061 21.667  C42 1.080
53 H -13.634 -7.458 20.483  C43 1.080
54 H -10.982 -7.101 23.796  C45 1.080
55 H -11.742 -5.036 22.748  C46 1.090
56 H -13.099 -5.059 21.597  C46 1.090
57 H -11.534 -5.424 20.944  C46 1.090
58 C -11.095 -22.293 27.249  C59 1.574, H66 1.090, H67 1.090, H68 1.090
59 C -11.541 -21.703 25.860  C58 1.574, N60 1.464, H69 1.090, H70 1.090
60 N -11.300 -20.259 25.841  C59 1.464, C61 1.377, C64 1.399
61 C -11.352 -19.488 24.701  N60 1.377, C62 1.341, H71 1.080
62 C -11.375 -18.185 25.018  C61 1.341, N63 1.358, H72 1.080
63 N -11.457 -18.090 26.371  C62 1.358, C64 1.368, C65 1.447
64 C -11.431 -19.352 26.898  N60 1.399, N63 1.368, H73 1.080
65 C -11.724 -16.825 27.020  N63 1.447, H74 1.090, H75 1.090, H76 1.090
66 H -11.628 -21.874 28.103  C58 1.090
67 H -10.046 -22.033 27.393  C58 1.090
68 H -11.137 -23.382 27.279  C58 1.090
69 H -12.507 -21.887 25.388  C59 1.090
70 H -10.880 -22.226 25.169  C59 1.090
71 H -11.451 -19.843 23.686  C61 1.080
72 H -11.565 -17.322 24.397  C62 1.080
73 H -11.700 -19.590 27.917  C64 1.080
74 H -12.750 -16.805 27.386  C65 1.090
75 H -11.467 -16.007 26.347  C65 1.090
76 H -11.008 -16.674 27.829  C65 1.090
77 C -4.302 -16.431 28.106  C78 1.548, H85 1.090, H86 1.090, H87 1.090
78 C -5.497 -15.732 27.412  C77 1.548, N79 1.455, H88 1.090, H89 1.090
79 N -5.588 -16.174 26.029  C78 1.455, C80 1.371, C83 1.344
80 C -5.431 -15.397 24.911  N79 1.371, C81 1.384, H90 1.080
81 C -5.614 -16.238 23.827  C80 1.384, N82 1.386, H91 1.080
82 N -5.847 -17.529 24.275  C81 1.386, C83 1.359, C84 1.441
83 C -5.809 -17.438 25.630  N79 1.344, N82 1.359, H92 1.080
84 C -6.323 -18.688 23.563  N82 1.441, H93 1.090, H94 1.090, H95 1.090
85 H -4.417 -17.513 28.037  C77 1.090
86 H -4.182 -16.284 29.179  C77 1.090
87 H -3.349 -16.155 27.655  C77 1.090
88 H -5.469 -14.643 27.448  C78 1.090
89 H -6.426 -15.980 27.925  C78 1.090
90 H -5.155 -14.356 24.993  C80 1.080
91 H -5.594 -16.025 22.769  C81 1.080
92 H -6.196 -18.264 26.209  C83 1.080
93 H -6.830 -18.332 22.667  C84 1.090
94 H -6.993 -19.271 24.195  C84 1.090
95 H -5.526 -19.390 23.316  C84 1.090
96 C -12.785 -14.769 34.323  C97 1.542, H104 1.090, H105 1.090, H106 1.090
97 C -12.007 -13.547 33.794  C96 1.542, N98 1.437, H107 1.090, H108 1.090
98 N -11.253 -12.843 34.796  C97 1.437, C99 1.388, C102 1.379
99 C -10.030 -12.233 34.553  N98 1.388, C100 1.342, H109 1.080
100 C -9.628 -11.685 35.711  C99 1.342, N101 1.386, H110 1.080
101 N -10.682 -11.673 36.610  C100 1.386, C102 1.396, C103 1.442
102 C -11.722 -12.386 36.010  N98 1.379, N101 1.396, H111 1.080
103 C -10.615 -11.044 37.906  N101 1.442, H112 1.090, H113 1.090, H114 1.090
104 H -13.025 -15.526 33.577  C96 1.090
105 H -13.705 -14.502 34.842  C96 1.090
106 H -12.227 -15.246 35.129  C96 1.090
107 H -12.776 -12.831 33.504  C97 1.090
108 H -11.411 -13.722 32.898  C97 1.090
109 H -9.583 -12.375 33.580  C99 1.080
110 H -8.666 -11.228 35.887  C100 1.080
111 H -12.710 -12.684 36.327  C102 1.080
112 H -10.146 -11.733 38.608  C103 1.090
113 H -11.618 -10.822 38.269  C103 1.090
114 H -9.990 -10.152 37.906  C103 1.090
115 C -1.659 -11.311 31.028  C116 1.535, H123 1.090, H124 1.090, H125 1.090
116 C -1.981 -10.008 30.283  C115 1.535, N117 1.433, H126 1.090, H127 1.090
117 N -2.879 -9.137 30.981  C116 1.433, C118 1.378, C121 1.367
118 C -2.423 -8.174 31.855  N117 1.378, C119 1.401, H128 1.080
119 C -3.517 -7.464 32.365  C118 1.401, N120 1.363, H129 1.080
120 N -4.618 -8.138 31.928  C119 1.363, C121 1.353, C122 1.493
121 C -4.244 -9.092 31.044  N117 1.367, N120 1.353, H130 1.080
122 C -6.022 -7.733 32.232  N120 1.493, H131 1.090, H132 1.090, H133 1.090
123 H -1.290 -12.014 30.281  C115 1.090
124 H -2.597 -11.823 31.243  C115 1.090
125 H -1.129 -11.172 31.970  C115 1.090
126 H -2.463 -10.340 29.363  C116 1.090
127 H -1.156 -9.424 29.875  C116 1.090
128 H -1.377 -8.027 32.082  C118 1.080
129 H -3.758 -6.575 32.929  C119 1.080
130 H -4.922 -9.787 30.572  C121 1.080
131 H -6.142 -7.625 33.310  C122 1.090
132 H -6.753 -8.454 31.866  C122 1.090
133 H -6.314 -6.855 31.657  C122 1.090
134 Cl -9.165 -11.655 28.902  no bonds

A cluster of 9 separate species, C42H77F3O26 in total, computed with ωB97M-V/def2-TZVPD.

## Properties
SMILES string: CCOC(=O)C(F)(F)F.C[C@H]1COC(=O)O1.C[C@H]1COC(=O)O1.C[C@H]1COC(=O)O1.C[C@H]1COC(=O)O1.C[C@H]1COC(=O)O1.COCCOCCOC.COCCOCCOC.COCCOCCOC

Bonds (Å) are listed after each position.
Geometry (Å):
1 C -0.710 -1.856 0.277  C2 1.502, H10 1.092, H11 1.089, H12 1.090
2 C -0.630 -0.366 0.114  C1 1.502, O3 1.428, H13 1.093, H14 1.092
3 O -0.714 0.228 1.410  C2 1.428, C4 1.306
4 C -0.870 1.523 1.472  O3 1.306, O5 1.202, C6 1.547
5 O -0.890 2.297 0.553  C4 1.202
6 C -1.034 2.001 2.934  C4 1.547, F7 1.334, F8 1.340, F9 1.334
7 F -0.189 3.011 3.149  C6 1.334
8 F -2.283 2.432 3.150  C6 1.340
9 F -0.777 1.026 3.807  C6 1.334
10 H 0.000 -2.240 1.013  C1 1.092
11 H -0.532 -2.377 -0.662  C1 1.089
12 H -1.697 -2.145 0.640  C1 1.090
13 H -1.478 -0.032 -0.490  C2 1.093
14 H 0.233 -0.027 -0.464  C2 1.092
15 C -3.996 1.932 -1.031  C16 1.501, H22 1.092, H23 1.090, H24 1.094
16 C -4.382 1.397 0.317  C15 1.501, C17 1.536, O21 1.425, H25 1.094
17 C -5.773 0.745 0.337  C16 1.536, O18 1.444, H26 1.092, H27 1.087
18 O -5.593 -0.403 1.193  C17 1.444, C19 1.346
19 C -4.279 -0.688 1.262  O18 1.346, O20 1.186, O21 1.348
20 O -3.786 -1.664 1.723  C19 1.186
21 O -3.553 0.312 0.724  C16 1.425, C19 1.348
22 H -4.031 1.140 -1.782  C15 1.092
23 H -3.020 2.414 -1.063  C15 1.090
24 H -4.692 2.709 -1.360  C15 1.094
25 H -4.352 2.174 1.087  C16 1.094
26 H -6.104 0.411 -0.648  C17 1.092
27 H -6.569 1.334 0.787  C17 1.087
28 C -0.971 -2.355 4.143  C29 1.506, H35 1.091, H36 1.091, H37 1.092
29 C 0.476 -1.950 4.240  C28 1.506, C30 1.532, O34 1.442, H38 1.085
30 C 0.756 -1.011 5.418  C29 1.532, O31 1.424, H39 1.093, H40 1.088
31 O 1.811 -1.639 6.140  C30 1.424, C32 1.350
32 C 2.060 -2.862 5.628  O31 1.350, O33 1.189, O34 1.346
33 O 2.876 -3.613 6.055  C32 1.189
34 O 1.256 -3.115 4.579  C29 1.442, C32 1.346
35 H -1.167 -3.095 3.366  C28 1.091
36 H -1.612 -1.499 3.929  C28 1.091
37 H -1.285 -2.807 5.087  C28 1.092
38 H 0.846 -1.562 3.297  C29 1.085
39 H -0.109 -0.876 6.072  C30 1.093
40 H 1.048 -0.006 5.119  C30 1.088
41 C -2.636 5.232 0.153  C42 1.503, H48 1.093, H49 1.090, H50 1.092
42 C -3.412 6.303 -0.562  C41 1.503, C43 1.545, O47 1.438, H51 1.093
43 C -4.022 7.407 0.330  C42 1.545, O44 1.417, H52 1.094, H53 1.086
44 O -3.636 8.622 -0.288  C43 1.417, C45 1.361
45 C -2.771 8.377 -1.309  O44 1.361, O46 1.182, O47 1.348
46 O -2.314 9.213 -2.010  C45 1.182
47 O -2.504 7.058 -1.381  C42 1.438, C45 1.348
48 H -2.048 5.619 0.990  C41 1.093
49 H -1.926 4.724 -0.500  C41 1.090
50 H -3.290 4.461 0.566  C41 1.092
51 H -4.167 5.853 -1.213  C42 1.093
52 H -3.544 7.354 1.314  C43 1.094
53 H -5.097 7.329 0.459  C43 1.086
54 C 1.486 5.898 -0.526  C55 1.507, H61 1.093, H62 1.090, H63 1.092
55 C 1.733 4.437 -0.253  C54 1.507, C56 1.536, O60 1.442, H64 1.090
56 C 1.626 3.558 -1.508  C55 1.536, O57 1.432, H65 1.091, H66 1.088
57 O 2.874 2.859 -1.562  C56 1.432, C58 1.353
58 C 3.683 3.257 -0.554  O57 1.353, O59 1.187, O60 1.348
59 O 4.768 2.815 -0.362  C58 1.187
60 O 3.085 4.208 0.193  C55 1.442, C58 1.348
61 H 0.411 6.065 -0.628  C54 1.093
62 H 1.965 6.291 -1.422  C54 1.090
63 H 1.841 6.501 0.312  C54 1.092
64 H 1.087 4.058 0.540  C55 1.090
65 H 1.545 4.145 -2.423  C56 1.091
66 H 0.813 2.834 -1.491  C56 1.088
67 C 5.628 -5.438 0.649  C68 1.500, H74 1.093, H75 1.092, H76 1.089
68 C 4.184 -5.225 0.996  C67 1.500, C69 1.536, O73 1.446, H77 1.091
69 C 3.810 -3.817 1.482  C68 1.536, O70 1.424, H78 1.091, H79 1.092
70 O 2.678 -3.478 0.688  C69 1.424, C71 1.347
71 C 2.387 -4.457 -0.191  O70 1.347, O72 1.187, O73 1.351
72 O 1.492 -4.421 -0.969  C71 1.187
73 O 3.342 -5.412 -0.165  C68 1.446, C71 1.351
74 H 6.219 -5.324 1.561  C67 1.093
75 H 6.008 -4.711 -0.072  C67 1.092
76 H 5.813 -6.419 0.215  C67 1.089
77 H 3.838 -5.967 1.718  C68 1.091
78 H 4.603 -3.069 1.422  C69 1.091
79 H 3.530 -3.834 2.537  C69 1.092
80 C -4.032 -10.869 -2.674  O81 1.393, H89 1.089, H90 1.102, H91 1.096
81 O -3.161 -9.938 -2.112  C80 1.393, C82 1.398
82 C -2.232 -9.464 -3.044  O81 1.398, C83 1.503, H92 1.102, H93 1.101
83 C -1.263 -8.533 -2.371  C82 1.503, O84 1.410, H94 1.097, H95 1.099
84 O -1.950 -7.361 -1.993  C83 1.410, C85 1.405
85 C -1.081 -6.369 -1.509  O84 1.405, C86 1.501, H96 1.096, H97 1.101
86 C -1.898 -5.314 -0.822  C85 1.501, O87 1.412, H98 1.105, H99 1.093
87 O -2.492 -5.914 0.310  C86 1.412, C88 1.404
88 C -3.393 -5.109 1.026  O87 1.404, H100 1.096, H101 1.099, H102 1.089
89 H -4.650 -11.322 -1.899  C80 1.089
90 H -3.484 -11.715 -3.120  C80 1.102
91 H -4.676 -10.405 -3.430  C80 1.096
92 H -2.732 -8.928 -3.866  C82 1.102
93 H -1.709 -10.316 -3.505  C82 1.101
94 H -0.432 -8.318 -3.054  C83 1.097
95 H -0.883 -9.019 -1.462  C83 1.099
96 H -0.441 -5.947 -2.292  C85 1.096
97 H -0.401 -6.804 -0.760  C85 1.101
98 H -2.730 -5.018 -1.486  C86 1.105
99 H -1.345 -4.397 -0.601  C86 1.093
100 H -4.146 -4.662 0.367  C88 1.096
101 H -2.889 -4.312 1.592  C88 1.099
102 H -3.858 -5.748 1.775  C88 1.089
103 C -2.564 2.428 -9.115  O104 1.400, H112 1.093, H113 1.097, H114 1.097
104 O -1.685 2.106 -8.074  C103 1.400, C105 1.411
105 C -0.437 2.748 -8.224  O104 1.411, C106 1.504, H115 1.102, H116 1.099
106 C 0.480 2.333 -7.107  C105 1.504, O107 1.414, H117 1.095, H118 1.098
107 O 0.841 0.977 -7.289  C106 1.414, C108 1.411
108 C 1.521 0.428 -6.181  O107 1.411, C109 1.503, H119 1.100, H120 1.093
109 C 0.626 -0.072 -5.082  C108 1.503, O110 1.414, H121 1.099, H122 1.099
110 O 0.173 0.994 -4.272  C109 1.414, C111 1.388
111 C -0.605 0.552 -3.211  O110 1.388, H123 1.097, H124 1.102, H125 1.093
112 H -3.534 1.963 -8.923  C103 1.093
113 H -2.213 2.005 -10.064  C103 1.097
114 H -2.758 3.506 -9.184  C103 1.097
115 H -0.603 3.836 -8.176  C105 1.102
116 H 0.015 2.530 -9.201  C105 1.099
117 H -0.060 2.473 -6.165  C106 1.095
118 H 1.355 2.996 -7.082  C106 1.098
119 H 2.270 1.135 -5.796  C108 1.100
120 H 2.124 -0.400 -6.566  C108 1.093
121 H 1.176 -0.805 -4.476  C109 1.099
122 H -0.228 -0.590 -5.542  C109 1.099
123 H -0.146 -0.274 -2.653  C111 1.097
124 H -1.602 0.205 -3.527  C111 1.102
125 H -0.796 1.378 -2.521  C111 1.093
126 C 2.676 -0.031 1.631  O127 1.411, H135 1.092, H136 1.093, H137 1.094
127 O 2.359 0.857 2.680  C126 1.411, C128 1.418
128 C 3.375 1.818 2.917  O127 1.418, C129 1.527, H138 1.094, H139 1.092
129 C 2.797 2.884 3.845  C128 1.527, O130 1.400, H140 1.099, H141 1.096
130 O 3.886 3.526 4.448  C129 1.400, C131 1.407
131 C 3.535 4.704 5.132  O130 1.407, C132 1.498, H142 1.100, H143 1.099
132 C 4.694 5.134 5.978  C131 1.498, O133 1.403, H144 1.099, H145 1.104
133 O 4.724 4.358 7.147  C132 1.403, C134 1.401
134 C 5.891 4.568 7.893  O133 1.401, H146 1.097, H147 1.096, H148 1.092
135 H 1.981 -0.863 1.763  C126 1.092
136 H 3.666 -0.493 1.680  C126 1.093
137 H 2.468 0.422 0.657  C126 1.094
138 H 3.660 2.299 1.977  C128 1.094
139 H 4.242 1.363 3.401  C128 1.092
140 H 2.141 2.380 4.569  C129 1.099
141 H 2.185 3.571 3.250  C129 1.096
142 H 2.668 4.560 5.791  C131 1.100
143 H 3.261 5.494 4.419  C131 1.099
144 H 4.705 6.217 6.167  C132 1.099
145 H 5.618 4.960 5.401  C132 1.104
146 H 5.861 5.538 8.403  C134 1.097
147 H 6.798 4.461 7.286  C134 1.096
148 H 5.967 3.803 8.668  C134 1.092

Energy relative to the best compared isomer or geometry (same formula, charge and spin)
In order: 174.5 0.0
Unit: kcal per mole
Gap between HOMO and LUMO
In order: 6.8 9.1
Unit: eV
LUMO energy
In order: -9.9 -0.1
Unit: eV